{"formula": "C27H42InO5", "method": "wB97M-V/def2-TZVPD", "species": ["In", "O", "O", "O", "O", "O", "C", "C", "C", "C", "C", "C", "C", "C", "C", "C", "C", "C", "C", "C", "C", "C", "C", "C", "C", "C", "C", "C", "C", "C", "C", "C", "C", "H", "H", "H", "H", "H", "H", "H", "H", "H", "H", "H", "H", "H", "H", "H", "H", "H", "H", "H", "H", "H", "H", "H", "H", "H", "H", "H", "H", "H", "H", "H", "H", "H", "H", "H", "H", "H", "H", "H", "H", "H", "H"], "coordinates": [[-1.5088, -3.1235, -0.6487], [4.8286, 3.1918, 1.3119], [6.3069, 3.3083, -0.3837], [4.4873, 1.9348, -0.5689], [-3.1735, -3.9368, -1.6480], [-2.8060, -5.1985, -3.7780], [-0.6175, -2.8906, 2.5318], [5.1492, 2.7403, 0.0642], [-1.4783, -0.8295, -0.9181], [2.7702, -3.1482, -0.0822], [-0.8326, -1.3487, 3.0455], [-2.9521, -4.0323, -3.1014], [-1.8133, -3.4804, 1.5776], [-1.8971, -2.6616, -5.3919], [-2.7381, 1.2394, 2.4098], [6.6393, 4.3382, 0.5278], [-1.6286, 0.4876, -1.4485], [5.9447, 3.9229, 1.7839], [2.2468, -1.6351, 0.2707], [1.7519, 3.3677, 0.7850], [-2.8121, -2.6531, -4.0315], [-2.2662, 3.2906, 0.7536], [-0.8751, 3.8087, 0.0525], [-2.4824, 0.1527, -5.8127], [1.5796, -4.2628, -0.2803], [0.4791, -3.8593, -1.4564], [0.3767, 2.7533, 0.1368], [-2.2374, -1.0731, 3.8454], [-2.5073, 0.5742, 3.8906], [-3.5725, -1.2549, -3.6268], [-1.7508, -1.2557, -6.2492], [-3.4411, 0.1739, -4.4796], [-2.0955, 2.7701, 2.3072], [2.1171, -5.2538, -0.6644], [-1.3634, -3.6622, -5.7226], [0.4629, -2.9376, 2.0483], [0.6212, 2.4050, -0.9746], [3.5023, -3.4672, 0.7959], [-2.1057, -1.3879, 4.9832], [1.0732, -1.5786, 0.4320], [2.8327, -1.2527, 1.2377], [-3.9726, 1.1605, -4.1425], [-3.9038, 1.3637, 2.1902], [1.9150, 4.4342, 0.3303], [1.0346, -4.5673, 0.7180], [-0.9603, 2.8209, 2.5882], [-2.8285, 2.4440, 0.1563], [7.7231, 4.4086, 0.6553], [-1.0843, -1.2828, -7.2160], [-3.4622, 0.8444, 4.5404], [5.6222, 4.7784, 2.3838], [2.5936, -0.9074, -0.6084], [-0.0136, 1.7679, 0.6848], [0.9916, -3.0422, -2.1414], [6.5613, 3.2648, 2.4049], [-2.9891, 4.2304, 0.7986], [-1.8088, 1.4679, -2.1058], [-1.8066, -4.6658, 1.7189], [-3.1708, -1.6373, 3.4210], [1.6186, 3.3758, 1.9635], [-2.7123, 3.4815, 3.0395], [-2.3132, 1.1082, -6.4678], [-0.5804, -3.5728, 3.4994], [-1.1316, 3.9983, -1.0949], [3.4554, -3.0525, -1.0467], [-4.2567, -1.1945, -2.6538], [-0.5511, 4.7872, 0.6082], [-2.8947, -3.1325, 1.8588], [6.2643, 5.2904, 0.1378], [0.0414, -1.1267, 3.8278], [2.6331, 2.6097, 0.5143], [-2.3087, 0.6175, 1.5141], [0.2720, -4.8241, -2.0929], [-0.6366, -0.6357, 2.1364], [-1.5547, 1.1120, 4.3559]], "atomic_forces_ev_per_a": [[1.32, 0.61, 1.08], [0.25, -0.28, -0.81], [-0.60, -0.45, 0.17], [1.71, 1.89, 1.47], [0.74, -0.03, -6.11], [-0.93, 6.82, 4.15], [-0.26, 0.07, 0.95], [-1.57, -1.89, -1.40], [-1.38, 10.03, -4.32], [0.25, 0.20, 0.42], [0.65, -0.46, 0.41], [0.54, -3.83, -0.77], [0.05, -1.15, 0.53], [-2.03, 3.61, 1.34], [-0.15, 0.85, -0.11], [0.74, 0.76, -0.19], [0.59, -8.07, 2.36], [0.10, 0.29, 1.02], [0.67, 0.41, -0.11], [-0.81, -1.33, 0.00], [0.10, 3.23, -1.67], [-0.54, 0.68, 0.56], [-0.31, -0.52, -0.01], [-0.74, -3.72, 2.48], [0.47, -0.76, -0.87], [1.31, -0.32, -0.37], [-0.33, -0.66, -0.81], [0.34, 1.22, 0.57], [-0.02, 0.04, -0.52], [1.61, 0.54, -2.21], [-1.90, -0.34, 2.96], [2.66, -4.15, -1.83], [-0.69, -0.20, -0.40], [-1.00, 1.98, 0.94], [-1.25, 2.41, 0.78], [-2.39, -0.01, 0.85], [-0.48, 0.67, 2.42], [-1.56, 0.38, -1.80], [-0.26, 0.39, -2.41], [2.59, 0.03, -0.41], [-1.54, -0.76, -1.98], [1.11, -2.26, -0.64], [2.44, -0.33, 0.49], [-0.07, -1.97, 1.04], [1.22, 0.85, -1.81], [-2.12, -0.33, -0.32], [1.41, 1.71, 0.98], [-0.16, -0.11, -0.18], [-1.48, 0.13, 2.16], [2.09, -0.66, -1.13], [-0.12, -0.23, -0.08], [-1.12, -1.48, 1.95], [1.12, 2.13, -1.08], [-1.13, -1.70, 1.21], [-0.03, 0.04, -0.06], [1.37, -1.90, -0.31], [0.63, -2.71, 1.99], [-0.10, 2.45, -0.27], [1.89, 1.13, 0.61], [0.44, 0.34, -2.42], [1.47, -1.48, -1.49], [-0.38, -2.08, 1.44], [0.04, 1.34, -1.78], [0.66, -0.02, 2.51], [-1.62, -0.51, 1.87], [1.82, -0.38, -2.33], [-0.69, -1.59, -1.25], [2.15, -0.52, -0.20], [0.01, -0.07, 0.04], [-1.79, -0.39, -1.66], [-2.08, 1.99, 0.64], [-0.69, 1.00, 1.83], [0.46, 1.89, 1.05], [-0.75, -1.21, 1.69], [-1.98, -1.25, -0.80]], "lowdin_charge": [0.718, 0.039, 0.063, 0.129, -0.278, -0.096, -0.297, -0.515, -0.179, -0.280, -0.226, -0.359, -0.291, -0.004, -0.223, -0.146, -0.120, -0.139, -0.148, -0.140, -0.068, -0.237, -0.230, -0.088, -0.304, -0.283, -0.277, -0.204, -0.221, -0.016, -0.084, -0.080, -0.218, 0.097, 0.100, 0.076, 0.105, 0.096, 0.108, 0.048, 0.078, 0.075, 0.120, 0.079, 0.084, 0.097, 0.088, 0.134, 0.067, 0.105, 0.137, 0.085, 0.103, 0.055, 0.135, 0.101, 0.041, 0.048, 0.100, 0.082, 0.110, 0.068, 0.102, 0.106, 0.106, 0.104, 0.100, 0.029, 0.135, 0.117, 0.062, 0.078, 0.040, 0.090, 0.109], "homo_lumo_gap_ha": 0.256, "total_charge": -1, "multiplicity": 1, "total_energy_ha": -1619.69346}